Below is a single C21H32N4O molecule, with properties calculated with ωB97M-V/def2-TZVPD.

Last columns: bonded neighbours and bond lengths (Å).
Positions of all 58 atoms, in Å:
1 C 5.49057 -0.42323 -0.73157  H2 1.088, H3 1.087, H4 1.087, C5 1.527
2 H 5.33449 -0.96214 0.20030  C1 1.088
3 H 6.16056 -1.00094 -1.36235  C1 1.087
4 H 5.95647 0.53268 -0.50641  C1 1.087
5 C 4.16140 -0.19792 -1.44853  C1 1.527, N6 1.437, H57 1.092, H58 1.094
6 N 3.26051 0.58696 -0.65018  C5 1.437, C7 1.347, N10 1.331
7 C 2.47615 0.16656 0.36122  N6 1.347, C8 1.381, H56 1.072
8 C 1.83698 1.27797 0.87454  C7 1.381, C9 1.414, C15 1.497
9 C 2.32109 2.34905 0.08843  C8 1.414, N10 1.323, C11 1.488
10 N 3.17817 1.90491 -0.81574  N6 1.331, C9 1.323
11 C 1.99885 3.79780 0.19563  C9 1.488, H12 1.089, H13 1.086, H14 1.089
12 H 0.96825 3.99157 -0.09987  C11 1.089
13 H 2.66140 4.35764 -0.45816  C11 1.086
14 H 2.13058 4.14167 1.22072  C11 1.089
15 C 0.81525 1.31834 1.96771  C8 1.497, N16 1.463, H54 1.095, H55 1.094
16 N -0.53551 0.93336 1.55808  C15 1.463, C17 1.454, C38 1.455
17 C -0.62230 -0.44680 1.10773  N16 1.454, C18 1.530, H52 1.102, H53 1.093
18 C -2.08565 -0.78263 0.81539  C17 1.530, N19 1.451, H50 1.093, H51 1.088
19 N -2.66945 0.06876 -0.20362  C18 1.451, C20 1.455, C37 1.462
20 C -2.20570 -0.16298 -1.56272  N19 1.455, H21 1.095, C22 1.536, H36 1.102
21 H -2.79046 0.51165 -2.19672  C20 1.095
22 C -2.44053 -1.60013 -2.05053  C20 1.536, C23 1.505, H34 1.091, H35 1.094
23 C -1.32659 -2.55398 -1.71332  C22 1.505, C24 1.390, C28 1.391
24 C -1.57138 -3.72210 -1.00090  C23 1.390, C25 1.384, H33 1.081
25 C -0.54232 -4.59112 -0.68370  C24 1.384, C26 1.384, H32 1.080
26 C 0.75293 -4.30882 -1.08093  C25 1.384, C27 1.384, H31 1.080
27 C 1.00632 -3.16027 -1.81066  C26 1.384, C28 1.383, H30 1.081
28 C -0.02440 -2.29393 -2.12704  C23 1.391, C27 1.383, H29 1.081
29 H 0.18665 -1.40846 -2.71074  C28 1.081
30 H 2.01172 -2.94344 -2.14416  C27 1.081
31 H 1.55834 -4.98394 -0.83180  C26 1.080
32 H -0.75286 -5.49164 -0.12559  C25 1.080
33 H -2.58105 -3.95569 -0.69172  C24 1.081
34 H -3.38546 -1.95831 -1.64027  C22 1.091
35 H -2.53875 -1.56519 -3.13931  C22 1.094
36 H -1.14353 0.09275 -1.70381  C20 1.102
37 C -2.55142 1.47016 0.19457  N19 1.462, C38 1.542, C41 1.551, H49 1.097
38 C -1.09983 1.83485 0.56501  N16 1.455, C37 1.542, H39 1.104, H40 1.092
39 H -0.50098 1.81970 -0.36241  C38 1.104
40 H -1.06627 2.85216 0.96106  C38 1.092
41 C -3.63085 1.79654 1.25979  C37 1.551, H42 1.091, H43 1.091, C44 1.536
42 H -4.27143 0.91860 1.35099  C41 1.091
43 H -4.25008 2.61076 0.87916  C41 1.091
44 C -3.18228 2.21607 2.66744  C41 1.536, O45 1.398, H47 1.095, H48 1.101
45 O -2.55680 1.21009 3.41066  C44 1.398, H46 0.980
46 H -1.73195 0.98165 2.93327  O45 0.980
47 H -4.07826 2.49113 3.23345  C44 1.095
48 H -2.54167 3.10886 2.60636  C44 1.101
49 H -2.79338 2.06799 -0.69241  C37 1.097
50 H -2.66691 -0.64578 1.73030  C18 1.093
51 H -2.16810 -1.82367 0.51143  C18 1.088
52 H -0.01420 -0.62558 0.20621  C17 1.102
53 H -0.24765 -1.09463 1.90442  C17 1.093
54 H 1.10730 0.63533 2.77193  C15 1.095
55 H 0.75532 2.33026 2.37811  C15 1.094
56 H 2.42738 -0.86682 0.64326  C7 1.072
57 H 4.32570 0.35123 -2.37816  C5 1.092
58 H 3.68560 -1.15690 -1.67386  C5 1.094

Calculated total energy (eV): -30303.9200
Total charge: 0
E_HOMO (eV): -8.2

natural (NBO) population analysis, charges in e, atoms 1 to 4: number 1, C, carries -0.611; number 2, H, carries 0.207; number 3, H, carries 0.213; number 4, H, carries 0.220

Below is a single C21H32N4O4S2 molecule at a distorted geometry, with properties calculated with ωB97M-V/def2-TZVPD.

Last columns: bonded neighbours and bond lengths (Å).
Positions of all 63 atoms, in Å:
1 C -0.84379 -1.84271 -3.66765  H2 1.087, H3 1.087, H4 1.087, C5 1.528
2 H -0.87899 -1.79622 -2.58232  C1 1.087
3 H -1.72714 -1.34988 -4.06613  C1 1.087
4 H -0.86623 -2.88469 -3.97730  C1 1.087
5 C 0.40704 -1.14295 -4.19858  C1 1.528, N6 1.439, H62 1.091, H63 1.098
6 N 1.63875 -1.56039 -3.58175  C5 1.439, S7 1.652, C55 1.441
7 S 2.43988 -0.54661 -2.55317  N6 1.652, O8 1.438, O9 1.435, C10 1.791
8 O 2.05334 0.79975 -2.87777  S7 1.438
9 O 3.83417 -0.88433 -2.59578  S7 1.435
10 C 1.81698 -0.91956 -0.91562  S7 1.791, C11 1.377, C18 1.391
11 C 0.54669 -0.49961 -0.59106  C10 1.377, C12 1.388, H54 1.076
12 C 0.09973 -0.79561 0.68977  C11 1.388, N13 1.369, C16 1.419
13 N -1.08512 -0.48459 1.30013  C12 1.369, C14 1.307
14 C -0.97437 -0.94858 2.51646  N13 1.307, N15 1.367, S28 1.731
15 N 0.20749 -1.59014 2.76298  C14 1.367, C16 1.373, C21 1.440
16 C 0.93395 -1.49327 1.60167  C12 1.419, N15 1.373, C17 1.386
17 C 2.20799 -1.91185 1.25006  C16 1.386, C18 1.383, H20 1.079
18 C 2.63635 -1.61226 -0.02985  C10 1.391, C17 1.383, H19 1.078
19 H 3.62352 -1.88521 -0.36732  C18 1.078
20 H 2.84694 -2.43512 1.94452  C17 1.079
21 C 0.64332 -2.11572 4.03039  N15 1.440, C22 1.526, H26 1.093, H27 1.094
22 C 1.35810 -1.04655 4.85211  C21 1.526, H23 1.087, H24 1.088, H25 1.086
23 H 0.68919 -0.20969 5.03788  C22 1.087
24 H 2.23379 -0.68128 4.32025  C22 1.088
25 H 1.67256 -1.46061 5.80571  C22 1.086
26 H 1.30817 -2.96191 3.83758  C21 1.093
27 H -0.23938 -2.47433 4.56732  C21 1.094
28 S -2.19385 -0.77174 3.73191  C14 1.731, C29 1.834
29 C -3.23255 0.46086 2.85723  S28 1.834, C30 1.520, H34 1.091, C35 1.531
30 C -4.44902 0.77209 3.71321  C29 1.520, H31 1.088, H32 1.088, H33 1.088
31 H -5.10629 1.45419 3.17790  C30 1.088
32 H -4.99723 -0.13701 3.95034  C30 1.088
33 H -4.13072 1.24737 4.63866  C30 1.088
34 H -3.50713 0.00894 1.90349  C29 1.091
35 C -2.38575 1.72150 2.66245  C29 1.531, O36 1.214, N37 1.345
36 O -1.89328 2.30900 3.60320  C35 1.214
37 N -2.31756 2.14657 1.38796  C35 1.345, C38 1.445, H53 1.009
38 C -1.49350 3.26837 0.99890  N37 1.445, H39 1.092, C40 1.536, H52 1.095
39 H -1.07265 3.69895 1.90994  C38 1.092
40 C -0.37805 2.81160 0.04748  C38 1.536, C41 1.537, O48 1.423, H51 1.098
41 C 0.52439 3.96845 -0.41176  C40 1.537, H42 1.088, C43 1.527, H50 1.090
42 H 0.47003 4.81787 0.26576  C41 1.088
43 C -0.00491 4.28113 -1.81000  C41 1.527, H44 1.086, C45 1.525, H49 1.091
44 H 0.74772 4.71825 -2.46030  C43 1.086
45 C -0.43308 2.89231 -2.27168  C43 1.525, H46 1.092, H47 1.098, O48 1.421
46 H -1.20823 2.90185 -3.04060  C45 1.092
47 H 0.43594 2.32419 -2.62857  C45 1.098
48 O -0.98100 2.26534 -1.12037  C40 1.423, C45 1.421
49 H -0.86628 4.94885 -1.75539  C43 1.091
50 H 1.55740 3.62810 -0.47560  C41 1.090
51 H 0.20235 2.02398 0.54658  C40 1.098
52 H -2.11855 4.01184 0.49310  C38 1.095
53 H -2.54314 1.51252 0.63566  N37 1.009
54 H -0.05451 0.07034 -1.27841  C11 1.076
55 C 2.17318 -2.88220 -3.79052  N6 1.441, C56 1.529, H60 1.094, H61 1.093
56 C 1.75338 -3.90087 -2.73018  C55 1.529, H57 1.087, H58 1.086, H59 1.087
57 H 2.07474 -3.57099 -1.74579  C56 1.087
58 H 0.67558 -4.03451 -2.71360  C56 1.086
59 H 2.21924 -4.85948 -2.94578  C56 1.087
60 H 1.86688 -3.22381 -4.78380  C55 1.094
61 H 3.26094 -2.77972 -3.77588  C55 1.093
62 H 0.34239 -0.06954 -4.01548  C5 1.091
63 H 0.48017 -1.30067 -5.28255  C5 1.098

Calculated total energy (eV): -58118.2912
Total charge: 0
E_HOMO (eV): -8.3

natural (NBO) population analysis, charges in e, atoms 1 to 4: number 1, C, carries -0.624; number 2, H, carries 0.214; number 3, H, carries 0.216; number 4, H, carries 0.201